Entry from the Open Molecules 2025 dataset: a cluster of 4 separate species, C48H76F9N5O9S2 in total in a non-equilibrium geometry (wB97M-V/def2-TZVPD).

Geometry as XYZ:
```
149
Properties=species:S:1:pos:R:3:forces:R:3
C -2.690364 2.192225 0.489813 -0.2 -0.7 0.2
C -1.542111 1.096019 0.851169 -0.7 0.4 -0.3
C -1.877841 -0.292406 0.123171 -1.4 1.0 1.0
O -0.783754 -1.243331 0.206813 1.4 1.4 -2.1
C 0.285819 -0.917244 -0.668077 3.6 0.6 -2.1
C 0.149216 -0.323421 -2.095852 2.3 -0.6 1.0
C 1.386289 -0.047488 -2.982686 1.4 -0.9 2.5
C 2.860418 -0.314961 -2.531158 -3.2 -0.6 3.1
C 3.018688 -0.889014 -1.073167 -2.7 0.2 -0.3
C 4.441006 -1.219468 -0.420619 0.3 0.7 -0.3
C 5.127886 0.037998 0.307730 1.8 2.2 1.6
C 4.496857 1.451651 0.427864 3.7 -0.7 1.5
C 5.313165 2.597397 1.139139 1.6 -3.7 -0.3
C 6.738880 2.300915 1.732768 -1.1 -1.9 -1.1
C 7.634588 3.432556 2.468213 -1.2 -1.0 -1.0
C 7.382221 0.871784 1.660458 -4.5 0.8 -2.1
C 6.548590 -0.234924 0.930155 -0.7 3.1 0.6
C 1.761402 -1.172470 -0.166664 -0.6 0.5 -2.1
C 1.887480 -1.772439 1.332434 -0.5 1.2 -0.9
O 1.507544 -3.197138 1.330839 0.6 1.9 -1.9
O 1.019725 -3.495009 2.570455 -1.1 -0.6 2.4
N 4.057431 -0.087428 -3.405465 -2.4 0.2 -0.2
C 4.095779 -1.287721 -4.300242 -0.6 -1.1 -1.0
C 5.308700 -1.306060 -5.349350 0.7 -0.1 -0.5
C 6.484695 -2.358593 -4.953652 -0.8 2.3 1.8
F 7.774534 -1.932070 -5.388155 -2.8 -1.5 0.6
F 6.544356 -2.278475 -3.503213 0.2 -0.5 -2.8
C 6.133449 -3.882800 -5.277988 0.1 -1.6 3.7
F 6.895184 -4.682756 -4.352743 -1.7 2.0 -2.4
F 4.770990 -4.224910 -5.010476 3.5 1.5 -0.4
S 6.551211 -4.501036 -6.989936 -0.6 -3.3 -2.9
F 6.460317 -3.000018 -7.701727 0.4 -2.1 1.4
F 8.195715 -4.433157 -6.753651 -2.8 0.5 -0.2
F 6.549069 -6.080845 -6.366155 0.2 2.6 -1.2
F 4.892475 -4.733907 -7.280743 2.8 0.7 -0.2
F 6.851240 -5.137671 -8.505458 -0.5 1.1 2.5
C 3.950529 1.181268 -4.156214 1.0 3.9 -1.8
C 5.250544 2.068103 -4.229437 -2.5 1.6 -1.5
C 6.629341 1.681580 -3.513262 0.1 -0.9 -1.2
C 7.800102 1.690687 -4.640996 0.8 2.5 0.2
N 8.547217 2.772171 -4.864799 -2.7 -2.9 1.3
C 5.229192 3.419798 -5.039460 -2.8 -1.5 -0.1
C 3.970466 3.928039 -5.795679 -0.2 -3.9 2.4
C 2.679273 3.061465 -5.688821 2.5 -1.2 1.5
C 2.677346 1.717696 -4.877690 2.9 1.2 0.3
S 1.154576 0.646937 -4.703937 1.3 0.6 1.3
H -3.507870 2.052595 1.284392 1.2 0.6 -1.3
H -3.185252 1.969604 -0.533284 1.0 0.4 1.5
H -2.275993 3.267768 0.489940 -0.7 -1.8 0.1
H -0.511979 1.516220 0.552046 -1.5 -0.9 0.5
H -1.626833 0.924203 1.986402 0.6 0.3 -1.7
H -2.757367 -0.764826 0.710093 1.5 0.6 -1.0
H -2.271195 -0.099006 -0.930786 0.9 -0.4 1.3
H -0.876707 -0.084387 -2.542713 1.8 -0.4 0.7
H 5.167249 -1.549921 -1.246181 -1.1 0.5 1.1
H 4.404518 -2.090510 0.338174 -0.3 1.4 -1.3
H 3.458118 1.667335 0.006589 1.7 -0.4 0.6
H 4.855552 3.646018 1.194948 0.9 -1.8 0.0
H 7.367716 4.464235 2.031244 0.5 -1.6 0.9
H 7.381755 3.348007 3.584843 0.7 0.4 -1.6
H 8.727325 3.179320 2.233410 -1.6 0.5 0.6
H 8.415811 0.683331 2.116524 -1.8 0.2 -0.8
H 7.005449 -1.287216 0.871158 -0.9 1.8 0.0
H 1.107535 -1.206280 1.959191 1.2 -0.9 -0.8
H 2.929124 -1.622005 1.779713 -1.5 -0.2 -0.7
H 0.040618 -3.331408 2.587479 1.0 0.0 -0.7
H 4.054178 -2.226650 -3.627007 0.4 1.6 -1.1
H 3.122337 -1.341302 -4.929227 1.5 0.1 0.9
H 5.850343 -0.292303 -5.460218 -1.0 -1.5 0.4
H 4.869546 -1.528060 -6.389111 0.9 0.1 1.6
H 6.885657 2.398093 -2.643557 -0.4 -1.1 -1.5
H 6.576784 0.596208 -3.131151 -0.2 1.8 -0.3
H 7.974226 0.761671 -5.288750 -0.3 1.3 1.0
H 8.176554 3.457553 -4.165718 0.7 -0.3 -0.6
H 6.177483 4.073453 -5.097405 -1.7 -1.4 0.1
H 3.981762 4.900335 -6.395218 0.0 -1.7 1.0
H 1.698472 3.359229 -6.202737 1.7 -0.4 0.9
C -6.667916 -0.671721 6.954815 0.1 -0.4 -0.2
O -7.356869 -0.992079 5.753023 -0.3 0.4 0.3
C -8.511000 -0.186439 5.516461 0.0 -0.1 -0.6
C -8.266254 0.807245 4.377736 0.2 0.0 0.6
N -7.334673 1.863666 4.778789 0.0 -0.2 -0.3
C -6.821752 2.666386 3.666082 0.1 -0.1 0.2
C -6.056366 1.945614 2.543026 0.1 0.5 0.0
O -4.786720 1.431467 2.934318 -0.4 -0.2 0.0
C -4.836961 0.188009 3.617468 0.4 0.1 0.0
H -5.954650 -1.475240 7.162016 -0.4 0.4 -0.2
H -6.101710 0.257146 6.847479 0.0 0.2 0.2
H -7.357478 -0.592233 7.802372 0.0 0.1 0.0
H -8.857630 0.315184 6.426188 0.2 0.1 0.0
H -9.302984 -0.871827 5.201062 0.0 0.0 0.0
H -9.217114 1.262177 4.085214 0.0 0.0 0.0
H -7.883636 0.236989 3.527098 -0.1 -0.2 -0.1
H -6.544274 1.446201 5.255630 -0.1 0.0 0.0
H -6.148134 3.408757 4.105851 0.0 0.0 -0.1
H -7.657168 3.221887 3.224027 0.0 -0.1 -0.1
H -5.842667 2.693634 1.771946 0.0 0.0 0.1
H -6.652810 1.172769 2.047733 0.0 -0.1 0.2
H -5.634279 -0.459625 3.245526 -0.1 0.1 0.1
H -4.940008 0.353628 4.690226 -0.2 -0.2 0.1
H -3.882047 -0.321303 3.463292 0.0 0.1 -0.1
C -0.270294 -4.634913 8.680186 -0.1 -0.2 -0.2
O -1.362228 -5.541487 8.694308 0.3 0.2 0.3
C -1.821332 -5.870350 10.005735 -0.6 -0.2 -0.1
C -3.171424 -5.210981 10.300624 0.6 0.3 -0.1
N -3.036405 -3.762392 10.469025 -0.2 -0.2 -0.1
C -4.307734 -3.034630 10.451605 0.2 0.0 -0.1
C -5.194589 -3.150529 9.199837 -0.1 0.3 0.3
O -4.661459 -2.515612 8.041369 0.3 -0.7 0.4
C -3.684238 -3.275749 7.346374 0.0 0.3 -0.2
H 0.149958 -4.628196 7.673038 -0.1 -0.1 0.0
H -0.598948 -3.618887 8.910952 0.1 0.1 0.1
H 0.513380 -4.941130 9.380486 -0.1 0.1 0.0
H -1.077507 -5.634593 10.774168 0.0 0.2 -0.1
H -1.966746 -6.954175 10.015521 0.0 0.0 0.0
H -3.589073 -5.639137 11.216416 0.0 0.0 0.0
H -3.840070 -5.457366 9.471618 -0.1 -0.2 0.0
H -2.453478 -3.394538 9.726687 0.0 -0.1 0.1
H -4.059778 -1.977199 10.588131 -0.1 0.0 0.0
H -4.892958 -3.336624 11.328009 0.0 -0.1 -0.1
H -6.127075 -2.619528 9.419687 0.1 0.0 0.0
H -5.487015 -4.181642 8.977871 0.2 -0.1 -0.1
H -3.892868 -4.347540 7.374623 0.1 0.0 0.1
H -2.691506 -3.062723 7.743877 0.1 -0.2 0.0
H -3.685861 -2.953974 6.301830 -0.1 0.0 0.1
C -1.359478 5.904629 -7.077452 -0.3 0.1 0.1
O -2.611659 5.534593 -7.632634 0.5 0.0 -0.1
C -2.505973 4.729305 -8.807218 -0.6 -0.3 0.0
C -2.906786 3.279410 -8.521729 0.5 0.3 0.2
N -1.907693 2.599242 -7.694901 -0.2 0.0 0.0
C -2.358974 1.322958 -7.133982 0.1 0.2 0.1
C -3.603355 1.327232 -6.229168 0.3 -0.4 0.1
O -3.412595 1.966690 -4.971195 -0.2 0.0 -0.3
C -3.506832 3.381944 -5.005475 0.1 -0.2 0.4
H -1.535493 6.691267 -6.341808 -0.1 -0.1 -0.1
H -0.893898 5.062469 -6.559802 0.2 0.0 0.0
H -0.680606 6.292548 -7.843838 0.0 -0.1 0.0
H -1.512348 4.793857 -9.263349 0.0 -0.1 0.2
H -3.220748 5.141158 -9.525130 0.0 0.0 0.0
H -3.012353 2.741736 -9.468404 0.0 0.0 0.0
H -3.883356 3.303837 -8.031212 -0.2 0.1 -0.1
H -1.644940 3.204700 -6.926240 0.0 0.0 -0.1
H -1.521556 0.930515 -6.548405 -0.1 -0.1 0.0
H -2.523753 0.619476 -7.958550 -0.1 0.1 0.0
H -3.828912 0.282021 -5.993019 0.1 0.1 0.0
H -4.495043 1.715779 -6.731673 0.0 0.2 0.0
H -4.249783 3.732475 -5.725792 0.1 0.0 -0.1
H -2.528814 3.817817 -5.213161 -0.1 0.2 -0.1
H -3.805058 3.725109 -4.011849 0.0 -0.1 0.0
```
Forces are in eV/Å.

Summary:
Spin multiplicity: 1
Electronic energy in Ha: -4519.7753
SMILES string: [H]/N=C\Cc1cccc2c1N(CCC(F)(F)C(F)(F)S(F)(F)(F)(F)F)c1c(cc(OCCC)c(COO)c1Cc1ccc(C)cc1)S2.COCCNCCOC.COCCNCCOC.COCCNCCOC

Atom charges from the Löwdin analysis, given in e for atoms 1 to 6:
1 C -0.107
2 C -0.199
3 C -0.203
4 O -0.110
5 C -0.138
6 C 0.001


Entry from the Open Molecules 2025 dataset: a cluster of 3 separate species, C19H35BrN3O4S in total in a non-equilibrium geometry (wB97M-V/def2-TZVPD).

Geometry as XYZ:
```
63
Properties=species:S:1:pos:R:3:forces:R:3
O 1.042940 -1.740338 1.228991 0.4 0.9 -0.2
C 1.539849 -0.675350 1.046993 -1.1 -1.1 -0.3
Br 2.280769 0.260188 2.605258 0.0 0.0 -1.0
C 1.575854 -0.137290 -0.414534 1.2 -0.4 -0.4
N 1.666875 1.351181 -0.543976 0.2 0.1 0.4
C 0.627384 2.133327 0.217088 -2.0 1.2 -0.3
C -0.810902 1.510990 0.195607 -0.3 0.4 1.3
C -1.782232 2.622079 0.831859 1.0 0.6 -1.3
C -2.816152 3.085756 -0.270055 -0.2 -0.5 1.4
C -4.119346 2.210139 -0.131155 0.0 0.4 -1.0
C -4.832040 2.100860 -1.528881 -0.7 -0.1 0.6
C -6.385046 1.871064 -1.404139 -0.2 0.4 -0.7
S -6.698136 0.239018 -0.605194 -0.4 0.1 0.9
C -8.290737 0.255203 0.209919 -1.9 -0.8 -1.0
N -9.303904 -0.536858 -0.167569 2.2 1.0 -0.1
N -10.358137 -0.330906 0.665031 1.3 2.0 1.9
C -9.941346 0.602347 1.526276 -1.3 -1.4 -1.1
O -8.669663 1.015620 1.300105 -0.2 -0.5 -0.3
H 0.749949 -0.537439 -1.055822 0.4 0.4 1.1
H 2.517544 -0.550211 -0.874520 -0.8 0.4 0.5
H 2.593772 1.661347 -0.221015 -0.1 -0.2 -0.3
H 1.619018 1.600987 -1.544567 0.2 -0.2 0.4
H 0.905371 2.359086 1.270929 0.2 -0.6 -0.9
H 0.544844 3.129771 -0.296538 0.3 -0.9 0.4
H -0.875687 0.613752 0.866033 0.2 0.5 -0.9
H -1.196171 1.268902 -0.821898 0.6 0.0 0.7
H -2.241911 2.259743 1.777397 0.1 0.3 -0.8
H -1.152868 3.526448 1.071973 -0.5 -0.9 0.1
H -2.346036 3.009262 -1.287022 -0.5 0.0 0.9
H -3.056486 4.156799 -0.072785 0.0 -0.8 -0.4
H -3.888169 1.201085 0.296741 -0.2 0.8 -0.4
H -4.818222 2.725159 0.571111 0.6 -0.5 -0.4
H -4.404762 1.267982 -2.140834 -0.2 0.7 0.4
H -4.690182 3.066444 -2.083210 -0.1 -0.9 0.4
H -6.830560 1.826777 -2.431049 0.3 0.1 0.9
H -6.888382 2.692219 -0.843234 0.5 -0.6 -0.3
H -10.598266 0.991892 2.327086 1.1 0.0 -0.6
C 2.139606 -5.411887 3.699466 0.0 0.0 0.3
C 2.449893 -4.397835 2.615660 -0.4 -0.2 -0.4
C 3.833467 -3.947883 2.991900 0.6 0.3 0.3
O 4.487219 -5.046606 3.628196 -0.5 -0.1 0.0
C 3.502512 -6.058154 3.913821 0.2 -0.1 -0.1
H 1.363741 -6.126929 3.426325 0.1 0.0 0.0
H 1.823037 -4.897060 4.611216 0.0 -0.1 0.0
H 2.471421 -4.894759 1.640741 0.0 0.0 0.0
H 1.739443 -3.574967 2.563762 0.0 -0.1 0.0
H 3.795479 -3.117489 3.707306 0.0 0.1 -0.1
H 4.417528 -3.634944 2.122492 0.1 0.0 0.1
H 3.662850 -6.889266 3.219427 -0.1 0.0 0.0
H 3.637819 -6.425427 4.931928 0.1 0.1 0.0
C 6.185524 1.601817 -3.521355 0.2 0.1 0.3
C 5.952228 0.101806 -3.575549 0.0 -0.2 -0.3
C 4.792327 -0.072866 -2.613261 0.0 -0.2 0.3
O 4.018050 1.139297 -2.672284 -0.1 0.0 0.2
C 4.772085 2.137369 -3.386826 -0.1 0.2 -0.3
H 6.706471 1.996567 -4.392540 -0.1 0.0 0.0
H 6.767889 1.854399 -2.630883 0.0 0.0 -0.1
H 5.647998 -0.189458 -4.584300 0.0 0.0 0.1
H 6.824749 -0.488814 -3.299204 -0.1 0.0 0.0
H 5.145592 -0.197140 -1.583226 0.1 -0.1 0.0
H 4.159107 -0.925328 -2.869681 -0.1 0.1 0.0
H 4.304248 2.273553 -4.366356 0.0 0.0 0.0
H 4.730892 3.084972 -2.847174 -0.1 -0.1 0.0
```
Forces are in eV/Å.

Summary:
Spin multiplicity: 1
Net charge: +1
Electronic energy in Ha: -4182.0432

Atom charges from the natural (NBO) analysis, given in e for atoms 1 to 6:
1 O -0.450
2 C 0.479
3 Br 0.033
4 C -0.346
5 N -0.511
6 C -0.256


Entry from the Open Molecules 2025 dataset: a cluster of 2 separate species, C3H2ClF3 in total in a non-equilibrium geometry (wB97M-V/def2-TZVPD).

Geometry as XYZ:
```
9
Properties=species:S:1:pos:R:3:forces:R:3
C 0.418424 0.641464 2.633331 -2.8 0.7 0.6
C 0.957148 0.376311 1.596630 1.2 -0.3 1.1
C -0.385820 -0.460449 -1.434416 -4.5 1.5 -5.8
F 1.918571 -0.071660 0.922638 0.9 -0.4 -1.7
F -0.741387 -0.064380 -0.280477 0.3 -0.7 1.5
F -1.296884 -1.321930 -2.063082 -0.1 -0.9 2.1
Cl -0.785660 0.940254 -2.636510 1.2 0.3 0.9
H 0.464978 -0.906943 -1.813560 2.9 -0.3 1.1
H -0.549370 0.867333 3.075448 0.9 0.0 0.2
```
Forces are in eV/Å.

Summary:
Spin multiplicity: 1
Electronic energy in Ha: -875.1370
SMILES string: FC(F)Cl.C#CF
ΔE to the lowest compared entry with this formula, charge and spin in kJ/mol: 347.88

Atom charges from the natural (NBO) analysis, given in e for atoms 1 to 6:
1 C -0.376
2 C 0.390
3 C 0.598
4 F -0.262
5 F -0.260
6 F -0.359


The Kohn-Sham gap results, record by record, are as follows: 6.801, 7.718, 11.234 eV.
The LUMO results, record by record, are as follows: -1.37, -3.23, 0.47 eV.
The HOMO results, record by record, are as follows: -0.3002, -0.4022, -0.3956 Ha.